## a
Density functional theory data (ωB97M-V with the def2-TZVPD basis set) for a cluster of 2 separate species, CH2O3S2 in total.

LUMO level, eV: -1.790
Kohn-Sham gap, eV: 8.1
HOMO energy, eV: -9.84

Geometry as ORCA input:
```
! RIJCOSX wB97M-V def2-TZVPD def2/J DEFGRID3
* xyz 0 1
C 0.918 -0.732 0.009
O 1.428 -0.581 -1.018
O -0.894 2.035 -0.455
O -1.434 -0.336 -0.821
S 1.187 0.100 1.572
S -1.266 1.020 -1.433
H 0.128 -1.612 0.169
H -0.068 0.106 1.976
*
```

=====

## b
Density functional theory data (ωB97M-V with the def2-TZVPD basis set) for an isolated molecule of CH2O3S2.

LUMO level, eV: -0.546
Kohn-Sham gap, eV: 9.8
HOMO energy, eV: -10.39

Geometry as ORCA input:
```
! RIJCOSX wB97M-V def2-TZVPD def2/J DEFGRID3
* xyz 0 1
C 0.502 0.141 0.610
O 3.252 -0.284 1.198
O 3.233 -0.478 -1.287
O 1.181 -0.934 0.106
S 1.320 1.558 -0.213
S 2.568 -0.191 -0.064
H -0.557 -0.152 0.422
H 0.798 0.258 1.732
*
```

=====

## c
Density functional theory data (ωB97M-V with the def2-TZVPD basis set) for a cluster of 2 separate species, CH2O3S2 in total.

LUMO level, eV: -0.954
Kohn-Sham gap, eV: 8.8
HOMO energy, eV: -9.77

Geometry as ORCA input:
```
! RIJCOSX wB97M-V def2-TZVPD def2/J DEFGRID3
* xyz 0 1
C -1.114 -0.805 0.713
O -0.385 1.717 0.351
O -2.203 -0.234 1.101
O -0.448 -1.742 0.957
S 1.880 -0.380 -0.557
S -1.322 0.768 -0.202
H 1.538 0.835 -0.388
H 2.054 -0.158 -1.975
*
```

=====

The computed energies, referenced to the most stable structure and given in eV, are a 0.000; b 0.536; c 0.980.

=====

## a
Density functional theory data (ωB97M-V with the def2-TZVPD basis set) for a cluster of 6 separate species, H12O6 in total.

LUMO level (alpha / beta), eV: 3.232 / 3.699
Kohn-Sham gap (alpha / beta), eV: 2.9 / 11.1
HOMO energy (alpha / beta), eV: 0.34 / -7.39

Geometry as ORCA input:
```
! RIJCOSX wB97M-V def2-TZVPD def2/J DEFGRID3
* xyz -1 2
O 1.694 1.145 1.978
H 1.566 2.092 1.916
H 1.753 0.972 2.917
O -1.952 0.610 -2.332
H -2.261 0.566 -1.428
H -2.146 -0.254 -2.695
O -0.424 -0.470 0.409
H -1.281 -0.077 0.242
H 0.068 0.214 0.863
O -3.008 0.737 0.193
H -3.652 0.485 0.854
H -2.641 1.560 0.517
O 3.290 -0.315 -0.093
H 4.001 -0.386 0.543
H 2.598 0.156 0.372
O 0.528 -2.626 -1.418
H 0.425 -1.713 -1.150
H 1.444 -2.695 -1.689
*
```

=====

## b
Density functional theory data (ωB97M-V with the def2-TZVPD basis set) for a cluster of 6 separate species, H12O6 in total.

LUMO level (alpha / beta), eV: 3.366 / 3.293
Kohn-Sham gap (alpha / beta), eV: 2.8 / 11.0
HOMO energy (alpha / beta), eV: 0.57 / -7.75

Geometry as ORCA input:
```
! RIJCOSX wB97M-V def2-TZVPD def2/J DEFGRID3
* xyz -1 2
O -0.238 4.956 -9.911
H -0.707 5.771 -9.733
H -0.916 4.281 -9.897
O -1.660 0.147 -6.280
H -1.628 1.073 -6.041
H -1.174 -0.297 -5.586
O -1.001 2.013 -8.869
H -0.252 1.662 -9.351
H -1.499 1.240 -8.604
O -3.777 -0.309 -8.218
H -3.457 -1.159 -8.521
H -3.118 -0.015 -7.590
O -2.918 3.292 -7.598
H -2.236 2.987 -8.197
H -3.706 3.346 -8.139
O 0.158 -0.369 -10.612
H 1.114 -0.350 -10.597
H -0.078 -1.086 -10.024
*
```

=====

The computed energies, referenced to the most stable structure and given in eV, are a 0.000; b 0.172.

=====

## a
Density functional theory data (ωB97M-V with the def2-TZVPD basis set) for a cluster of 3 separate species, C4H13N3O in total.

LUMO level, eV: -2.545
Kohn-Sham gap, eV: 5.1
HOMO energy, eV: -7.67

Geometry as ORCA input:
```
! RIJCOSX wB97M-V def2-TZVPD def2/J DEFGRID3
* xyz 0 1
C -0.807 1.417 0.117
N 0.379 0.769 -0.008
C 0.857 0.002 -1.160
N 1.478 -1.211 -0.619
C -2.158 1.032 0.156
C -2.874 -0.037 -0.354
O 3.000 0.538 0.415
N -0.895 -1.962 1.124
H -1.378 -1.099 0.948
H -0.543 2.470 0.208
H 1.229 1.055 0.486
H -0.088 -0.429 -1.644
H 1.463 0.573 -1.843
H 2.038 -1.684 -1.332
H 2.148 -0.758 0.062
H -2.800 1.786 0.600
H -3.908 -0.016 -0.031
H -2.356 -0.733 -0.966
H 3.314 0.810 1.284
H -0.788 -2.134 2.115
H 0.005 -1.744 0.688
*
```

=====

## b
Density functional theory data (ωB97M-V with the def2-TZVPD basis set) for a cluster of 2 separate species, C4H13N3O in total.

LUMO level, eV: 0.643
Kohn-Sham gap, eV: 8.4
HOMO energy, eV: -7.72

Geometry as ORCA input:
```
! RIJCOSX wB97M-V def2-TZVPD def2/J DEFGRID3
* xyz 0 1
C -0.634 -0.083 0.785
C -1.023 1.373 0.798
C 0.067 -0.580 2.022
C -1.471 -0.990 0.061
N 1.005 0.115 -0.363
H 1.496 0.977 -0.130
H 1.624 -0.700 -0.274
H -1.899 1.487 1.444
H -1.292 1.707 -0.204
H -0.233 2.015 1.193
H 0.441 -1.596 1.885
H -0.661 -0.604 2.840
H 0.890 0.069 2.329
H -0.803 -1.187 -1.032
H -2.407 -0.564 -0.294
H -1.583 -1.975 0.509
N 1.593 0.407 -2.669
N 0.524 0.172 -1.786
O 0.110 -1.129 -1.998
H 1.916 1.363 -2.574
H 2.342 -0.277 -2.543
*
```

=====

The computed energies, referenced to the most stable structure and given in eV, are a 0.000; b 0.141.

=====

## a
Density functional theory data (ωB97M-V with the def2-TZVPD basis set) for a structure of composition C4H13N3O.

LUMO level, eV: -0.005
Kohn-Sham gap, eV: 5.7
HOMO energy, eV: -5.75

Geometry as ORCA input:
```
! RIJCOSX wB97M-V def2-TZVPD def2/J DEFGRID3
* xyz 0 1
C -1.554 0.520 -1.107
C -1.921 1.007 -2.285
N -2.975 0.553 -3.048
N -0.461 1.086 -0.344
H -2.030 -0.329 -0.645
H -1.408 1.867 -2.692
H -2.882 0.677 -4.040
H -3.337 -0.358 -2.814
H 0.441 0.203 -0.110
H -0.777 1.430 0.556
H -0.035 1.872 -0.833
C 2.322 -0.965 2.614
O 2.118 -0.892 3.904
C 1.035 -0.689 1.806
N 1.287 -0.664 0.326
H 3.064 -0.212 2.185
H 2.704 -1.954 2.221
H 0.274 -1.441 2.029
H 0.664 0.291 2.115
H 1.215 -1.605 -0.047
H 2.260 -0.396 0.209
*
```

=====

## b
Density functional theory data (ωB97M-V with the def2-TZVPD basis set) for a cluster of 2 separate species, C4H13N3O in total.

LUMO level, eV: 0.226
Kohn-Sham gap, eV: 7.0
HOMO energy, eV: -6.81

Geometry as ORCA input:
```
! RIJCOSX wB97M-V def2-TZVPD def2/J DEFGRID3
* xyz 0 1
C 0.204 1.696 -1.558
N -0.252 2.353 -0.320
C -1.159 1.779 0.412
N -1.474 2.156 1.644
H 1.283 1.674 -1.540
H -0.151 2.219 -2.445
H -0.190 0.644 -1.416
H 0.302 3.101 0.067
H -1.677 0.928 -0.015
H -0.898 2.795 2.163
H -2.074 1.551 2.177
C 1.373 -2.430 0.965
N 1.073 -2.316 -0.457
C -0.315 -1.889 -0.680
O -0.604 -0.626 -0.228
H 1.104 -1.530 1.530
H 2.429 -2.653 1.105
H 0.810 -3.259 1.377
H 1.648 -1.573 -0.831
H -0.946 -2.647 -0.183
H -0.484 -1.973 -1.766
*
```

=====

## c
Density functional theory data (ωB97M-V with the def2-TZVPD basis set) for a cluster of 3 separate species, C4H13N3O in total.

LUMO level, eV: 0.887
Kohn-Sham gap, eV: 8.9
HOMO energy, eV: -8.03

Geometry as ORCA input:
```
! RIJCOSX wB97M-V def2-TZVPD def2/J DEFGRID3
* xyz 0 1
C 0.002 1.662 1.048
C 1.564 0.969 -0.233
N -0.899 2.319 0.307
H -0.665 3.268 0.046
H -1.263 1.727 -0.483
H 0.582 2.254 1.746
H -0.287 0.649 1.325
H 2.187 1.255 0.616
H 2.126 0.149 -0.674
H 1.587 1.756 -0.988
C 0.444 -2.219 0.425
N -0.491 -1.174 0.060
N -1.837 -1.659 0.076
C -0.157 -0.345 -1.055
O -1.030 0.431 -1.510
H -2.427 -0.866 0.308
H -2.095 -1.927 -0.878
H 0.602 -0.777 -1.727
H 0.474 -3.032 -0.319
H 0.136 -2.637 1.381
H 1.447 -1.803 0.530
*
```

=====

## d
Density functional theory data (ωB97M-V with the def2-TZVPD basis set) for a cluster of 2 separate species, C4H13N3O in total.

LUMO level, eV: 1.099
Kohn-Sham gap, eV: 10.2
HOMO energy, eV: -9.13
Structure (SMILES): C/N=N/NC.CCO

Geometry as ORCA input:
```
! RIJCOSX wB97M-V def2-TZVPD def2/J DEFGRID3
* xyz 0 1
C -1.856 0.014 -2.033
C -0.384 1.757 1.929
C 2.677 -1.288 -0.099
C -1.728 -1.188 -1.141
N 0.909 1.426 1.341
N 2.396 -0.076 0.729
N 1.199 0.187 0.857
O -1.364 -0.845 0.208
H -2.187 0.715 -1.283
H -0.924 0.300 -2.430
H -2.478 -0.235 -2.893
H -0.269 2.040 2.901
H -0.738 2.725 1.325
H -1.202 0.996 1.814
H 2.888 -2.026 0.639
H 1.833 -1.525 -0.784
H 3.641 -0.992 -0.652
H -1.016 -1.798 -1.547
H -2.732 -1.745 -0.922
H 1.729 1.982 1.756
H -0.395 -0.424 0.283
*
```

=====

The computed energies, referenced to the most stable structure and given in eV, are a 1.280; b 0.000; c 1.845; d 0.959.

=====

## a
Density functional theory data (ωB97M-V with the def2-TZVPD basis set) for a structure of composition C4H13N3O.

LUMO level, eV: 0.883
Kohn-Sham gap, eV: 9.8
HOMO energy, eV: -8.93

Geometry as ORCA input:
```
! RIJCOSX wB97M-V def2-TZVPD def2/J DEFGRID3
* xyz 0 1
C -2.337 -0.211 -0.395
N -3.385 0.245 0.251
N -1.764 -1.403 -0.237
O -1.622 1.752 1.202
H -1.490 2.678 1.445
H -1.883 0.448 -1.119
H -2.789 1.214 0.932
H -3.845 -0.442 0.841
H -2.045 -1.982 0.541
H -0.785 -1.507 -0.534
C 1.282 0.266 0.879
C 3.016 0.111 -0.977
C 1.693 -0.346 -0.418
N 0.986 -1.258 -0.952
H 1.377 -1.633 -1.815
H 1.782 1.219 1.062
H 1.544 -0.381 1.715
H 0.217 0.537 0.890
H 3.027 1.201 -1.011
H 3.824 -0.223 -0.323
H 3.198 -0.286 -1.976
*
```

=====

## b
Density functional theory data (ωB97M-V with the def2-TZVPD basis set) for a cluster of 2 separate species, C4H13N3O in total.

LUMO level (alpha / beta), eV: -1.055 / -0.111
Kohn-Sham gap (alpha / beta), eV: 6.5 / 7.8
HOMO energy (alpha / beta), eV: -7.56 / -7.87

Geometry as ORCA input:
```
! RIJCOSX wB97M-V def2-TZVPD def2/J DEFGRID3
* xyz 0 1
C 0.570 -0.975 -0.540
C 0.718 1.510 -0.958
C -0.444 0.550 2.519
C 0.338 -1.457 -1.988
N 0.034 0.405 -0.322
N 0.428 -0.429 1.952
N -1.358 0.445 -0.507
O -0.025 -1.788 0.350
H 0.057 -1.339 2.227
H 1.655 -0.864 -0.377
H -1.742 1.260 -0.035
H -1.713 -0.402 -0.058
H 0.545 1.535 -2.042
H 0.372 2.458 -0.537
H 1.786 1.413 -0.765
H -0.106 1.568 2.305
H -1.486 0.440 2.172
H -0.478 0.429 3.613
H 0.741 -2.465 -2.087
H -0.727 -1.494 -2.214
H 0.835 -0.801 -2.708
*
```

=====

The computed energies, referenced to the most stable structure and given in eV, are a 0.000; b 4.249.

=====

## a
Density functional theory data (ωB97M-V with the def2-TZVPD basis set) for an isolated molecule of CH7N2P3.

LUMO level, eV: -0.477
Kohn-Sham gap, eV: 7.6
HOMO energy, eV: -8.06
Structure (SMILES): CP/N=P/NP

Geometry as ORCA input:
```
! RIJCOSX wB97M-V def2-TZVPD def2/J DEFGRID3
* xyz 0 1
C 3.327 0.462 0.384
N 0.061 -0.587 -0.262
N -2.270 0.289 0.106
P 1.682 -0.923 -0.019
P -3.985 0.507 0.135
P -1.413 -1.047 -0.623
H 3.265 1.271 -0.246
H 3.561 0.754 1.380
H 4.030 -0.280 0.043
H -1.811 1.208 0.118
H 2.172 -0.572 -1.329
H -4.257 -0.616 1.150
H -4.361 -0.465 -0.836
*
```

=====

## b
Density functional theory data (ωB97M-V with the def2-TZVPD basis set) for a structure of composition CH7N2P3.

LUMO level, eV: -0.309
Kohn-Sham gap, eV: 7.9
HOMO energy, eV: -8.24

Geometry as ORCA input:
```
! RIJCOSX wB97M-V def2-TZVPD def2/J DEFGRID3
* xyz 0 1
C -1.014 1.090 -0.074
N 1.613 -0.156 -0.054
N -0.886 -0.339 0.180
P 0.538 -1.317 0.253
P 3.227 -0.536 -0.002
P -2.513 -0.979 0.289
H -1.661 1.250 -0.901
H -1.432 1.734 0.849
H 0.027 1.423 -0.159
H 3.615 0.027 1.382
H 3.564 0.610 -0.666
H -2.257 -2.357 -0.024
H -2.820 -0.449 -1.073
*
```

=====

The computed energies, referenced to the most stable structure and given in eV, are a 0.317; b 0.000.